The following is a quantum chemistry calculation of C35H41N3O6S in the gas phase, from the Open Molecules 2025 dataset.

Each line ends with the Löwdin charge.
Element x y z (Å)
C1 0.05297 1.08714 2.15134  -0.02
O1 -0.39251 0.46695 0.95642  -0.04
C2 -0.98062 1.24555 0.04583  -0.45
O2 -1.00777 2.44577 0.09420  0.12
C3 -1.48017 0.41671 -1.14429  -0.23
C4 -2.42777 1.26236 -2.02598  -0.04
C5 -3.81990 1.35095 -1.46903  -0.23
C6 -4.78693 0.43112 -1.85664  -0.05
C7 -6.05958 0.47430 -1.32671  -0.02
C8 -6.39382 1.44114 -0.37994  -0.27
O3 -7.67286 1.38966 0.09385  -0.09
C9 -8.05585 2.31435 1.08135  -0.09
C10 -5.43490 2.37172 0.00287  0.00
C11 -4.16514 2.32213 -0.54256  -0.02
C12 -0.27333 -0.11006 -1.98315  -0.09
C13 1.05960 0.19938 -1.39798  -0.14
C14 1.92726 1.26927 -1.18111  0.05
C15 2.98015 0.77662 -0.41509  -0.10
C16 4.17628 1.45634 0.08425  -0.35
O4 5.24136 0.85570 0.27767  0.00
N1 4.10134 2.77799 0.33943  -0.03
C17 2.91955 3.61631 0.39402  -0.14
C18 3.27412 4.76345 1.35682  -0.15
C19 4.57124 4.31272 2.02973  -0.16
C20 5.22571 3.47173 0.94050  -0.13
N2 2.75393 -0.56890 -0.17633  0.03
C21 3.60144 -1.50109 0.52144  -0.18
C22 4.37750 -2.36670 -0.47157  -0.45
S1 5.71805 -3.29001 0.34472  0.86
C23 6.97343 -1.97885 0.53191  -0.46
C24 7.56960 -1.48824 -0.78402  -0.33
O5 6.71213 -0.66811 -1.52843  -0.10
C25 1.59241 -0.90092 -0.76861  -0.18
C26 0.71948 -2.10223 -0.83837  -0.03
C27 -0.34563 -1.66090 -1.87696  -0.17
C28 -1.78355 -1.93837 -1.44666  -0.08
N3 -2.12934 -0.78722 -0.64747  0.05
C29 -2.85962 -0.77243 0.48500  -0.40
O6 -3.03365 0.23721 1.14366  0.12
C30 -3.42999 -2.09532 0.89374  -0.14
C31 -2.70280 -2.93114 1.73247  -0.03
C32 -3.24382 -4.13443 2.15021  -0.08
C33 -4.51341 -4.50357 1.73817  -0.09
C34 -5.24445 -3.66502 0.91334  -0.07
C35 -4.70693 -2.46143 0.49070  -0.01
H1 1.01388 0.64413 2.41126  0.09
H2 -0.67970 0.89829 2.93791  0.10
H3 0.15067 2.16356 1.99906  0.08
H4 -2.47178 0.81065 -3.01955  0.12
H5 -1.98982 2.25832 -2.10659  0.13
H6 -4.54433 -0.32991 -2.58658  0.11
H7 -6.81730 -0.23286 -1.62910  0.12
H8 -7.43578 2.22263 1.97879  0.10
H9 -9.08797 2.07052 1.32952  0.09
H10 -8.00775 3.34342 0.70969  0.09
H11 -5.66076 3.13472 0.73055  0.10
H12 -3.42239 3.03770 -0.22658  0.12
H13 -0.36994 0.23752 -3.01306  0.15
H14 1.82213 2.26061 -1.56897  0.11
H15 2.06191 3.03483 0.73870  0.11
H16 2.68611 4.01439 -0.59763  0.12
H17 3.44649 5.68200 0.79628  0.11
H18 2.47662 4.94763 2.07335  0.11
H19 4.35480 3.68980 2.89853  0.11
H20 5.19355 5.14731 2.34332  0.11
H21 5.71067 4.10737 0.19129  0.13
H22 5.94814 2.74487 1.31127  0.12
H23 4.29950 -0.93933 1.14283  0.10
H24 2.98296 -2.13498 1.16485  0.13
H25 4.82802 -1.75560 -1.25173  0.07
H26 3.73425 -3.11869 -0.92586  0.06
H27 7.74795 -2.43237 1.14844  0.07
H28 6.52203 -1.14589 1.07064  0.06
H29 8.50122 -0.94707 -0.54667  0.11
H30 7.82075 -2.33762 -1.42654  0.11
H31 6.30768 -0.01667 -0.92364  0.05
H32 1.23777 -3.00836 -1.15400  0.12
H33 0.25610 -2.29206 0.13363  0.12
H34 -0.12507 -2.12322 -2.83985  0.15
H35 -1.88810 -2.85955 -0.87341  0.13
H36 -2.44219 -1.99797 -2.32289  0.13
H37 -1.71695 -2.63172 2.05962  0.12
H38 -2.67530 -4.78286 2.80067  0.10
H39 -4.93517 -5.44216 2.06607  0.10
H40 -6.23860 -3.94731 0.60005  0.10
H41 -5.27391 -1.79513 -0.14173  0.10

For the maximum force, the calculation gives 0.79 eV/Å. For the HOMO energy, the calculation gives -8.06 eV. As for the spin multiplicity: 1. The frontier orbital gap is 8.6 eV. Its SMILES is COC(=O)[C@@]1(Cc2ccc(OC)cc2)[C@H]2c3cc(C(=O)N4CCCC4)n(CCSCCO)c3C[C@H]2CN1C(=O)c1ccccc1.